No. 1
# C6H8N2P

An isolated ion of composition C6H8N2P and charge +1 in a non-equilibrium geometry (ωB97M-V/def2-TZVPD, the Open Molecules 2025 dataset).

Bonds (Å) are listed after each position.
Cartesian coordinates (Å):
1 C -2.916 0.178 -0.026  H2 1.209, N3 1.444, H13 1.088, H16 1.119
2 H -3.158 0.259 -1.207  C1 1.209
3 N -1.498 -0.048 0.124  C1 1.444, C8 1.327, P14 1.800
4 H 2.593 -1.929 1.007  C12 1.060
5 C 0.732 0.339 -0.481  N7 1.405, C8 1.407, C10 1.392
6 H -0.475 -0.522 2.248  P14 1.474
7 N 0.841 -0.760 0.388  C5 1.405, C12 1.353, P14 1.703
8 C -0.634 0.659 -0.594  N3 1.327, C5 1.407, H17 1.136
9 H 3.892 -0.048 -0.251  C15 1.041
10 C 2.006 0.786 -0.820  C5 1.392, H11 1.022, C15 1.419
11 H 2.094 1.713 -1.240  C10 1.022
12 C 2.144 -1.062 0.597  H4 1.060, N7 1.353, C15 1.396
13 H -3.599 -0.618 0.264  C1 1.088
14 P -0.627 -1.337 1.030  N3 1.800, H6 1.474, N7 1.703
15 C 2.862 -0.094 -0.108  H9 1.041, C10 1.419, C12 1.396
16 H -3.222 1.133 0.472  C1 1.119
17 H -1.034 1.350 -1.402  C8 1.136

Results
Frontier orbital gap   8.12 eV
Total charge   +1
LUMO level   -5.08 eV
Energy above the lowest of the compared OMol25 structures with the same formula, charge and spin   0.0 kJ/mol
Maximum force   3.91 eV/Å
Structure (SMILES)   C[n+]1cc2cccn2[pH]1

Results of the Mulliken charge analysis, in e, for atoms 1 through 4: atom 1 (C): -0.751, atom 2 (H): 0.289, atom 3 (N): 0.073, atom 4 (H): 0.417

***

No. 2
# C6H8N3O

An isolated ion of composition C6H8N3O and charge -1 in a non-equilibrium geometry (ωB97M-V/def2-TZVPD, the Open Molecules 2025 dataset).

Bonds (Å) are listed after each position.
Cartesian coordinates (Å):
1 N 1.032 0.099 2.669  C2 1.173
2 C 0.501 0.685 1.802  N1 1.173, C17 1.418
3 H 1.378 -2.203 -2.213  C13 1.124
4 H -0.535 -2.119 -1.695  C13 1.120
5 H -2.052 1.510 -0.077  C12 1.138
6 H 0.331 1.883 0.012  C17 1.152
7 H 0.728 -1.803 0.379  C18 1.119
8 H -2.133 1.171 1.590  C12 1.002
9 H 0.343 -0.746 -2.479  C13 1.116
10 N 2.902 0.153 -0.395  C15 1.147
11 O -1.611 -0.860 0.365  N14 1.390
12 C -1.563 1.674 0.938  H5 1.138, H8 1.002, H16 0.988, C17 1.477
13 C 0.472 -1.651 -1.840  H3 1.124, H4 1.120, H9 1.116, C18 1.581
14 N -0.575 -0.117 -0.190  O11 1.390, C17 1.535, C18 1.509
15 C 1.890 -0.386 -0.379  N10 1.147, C18 1.413
16 H -1.504 2.608 1.256  C12 0.988
17 C -0.226 1.112 0.661  C2 1.418, H6 1.152, C12 1.477, N14 1.535
18 C 0.622 -1.010 -0.403  H7 1.119, C13 1.581, N14 1.509, C15 1.413

Results
Frontier orbital gap   6.70 eV
Total charge   -1
LUMO level   4.03 eV
Energy above the lowest of the compared OMol25 structures with the same formula, charge and spin   82.0 kJ/mol
Maximum force   4.73 eV/Å
Structure (SMILES)   C[C@@H](C#N)N([O-])[C@@H](C)C#N

Results of the Mulliken charge analysis, in e, for atoms 1 through 4: atom 1 (N): -0.631, atom 2 (C): 0.366, atom 3 (H): 0.375, atom 4 (H): 0.328

***

No. 3
# C6H8N3O3

A 2-piece molecular cluster, C6H8N3O3 overall in a non-equilibrium geometry (ωB97M-V/def2-TZVPD, the Open Molecules 2025 dataset).

Bonds (Å) are listed after each position.
Cartesian coordinates (Å):
1 N -3.389 0.954 0.197  H9 1.014, C10 1.413, C11 1.328
2 C -2.938 -1.333 -0.111  C11 1.425, C15 1.376, H17 1.025
3 C 2.247 -0.337 -0.356  C5 1.533, H13 1.155, H19 1.061, H20 1.084
4 N -1.250 0.080 0.606  C10 1.376, N12 1.651, C15 1.284
5 C 1.318 0.860 -0.122  C3 1.533, H8 1.133, H18 1.173
6 H -0.894 -1.997 0.376  C15 1.172
7 O -1.782 2.372 0.881  C10 1.242
8 H 1.818 1.723 0.414  C5 1.133
9 H -4.029 1.739 0.236  N1 1.014
10 C -2.066 1.187 0.638  N1 1.413, N4 1.376, O7 1.242
11 C -3.848 -0.237 -0.166  N1 1.328, C2 1.425, O16 1.228
12 N 0.153 0.343 1.436  N4 1.651, O14 1.229
13 H 2.104 -0.962 -1.317  C3 1.155
14 O 0.584 -0.748 1.804  N12 1.229
15 C -1.657 -1.108 0.336  C2 1.376, N4 1.284, H6 1.172
16 O -4.965 -0.355 -0.663  C11 1.228
17 H -3.206 -2.169 -0.640  C2 1.025
18 H 0.840 1.350 -1.073  C5 1.173
19 H 2.183 -1.022 0.452  C3 1.061
20 H 3.300 -0.110 -0.476  C3 1.084

Results
Frontier orbital gap   7.07 eV
Total charge   -1
LUMO level   3.78 eV
Energy above the lowest of the compared OMol25 structures with the same formula, charge and spin   444.8 kJ/mol
Maximum force   4.24 eV/Å

Results of the Mulliken charge analysis, in e, for atoms 1 through 4: atom 1 (N): -0.062, atom 2 (C): -0.918, atom 3 (C): -0.921, atom 4 (N): 0.139

***

No. 4
# C6H8N4O2

C6H8N4O2 in the gas phase in a non-equilibrium geometry (ωB97M-V/def2-TZVPD, the Open Molecules 2025 dataset).

Bonds (Å) are listed after each position.
Cartesian coordinates (Å):
1 O 5.314 -0.327 -1.104  C12 1.193
2 O 5.089 -0.522 1.119  C12 1.192
3 C 3.270 0.127 -0.099  C8 1.361, C12 1.607, N14 1.372
4 C 0.783 0.854 0.189  C6 1.488, N13 1.355, N18 1.561, N19 1.552
5 H -0.129 2.402 -0.982  N19 1.001
6 C 0.533 -0.529 0.675  C4 1.488, H9 1.170, C15 1.574, N18 1.495
7 H -0.847 -2.002 1.355  C15 1.029
8 C 2.357 -0.461 -0.920  C3 1.361, H17 1.043, N18 1.323
9 H 1.446 -0.676 1.391  C6 1.170
10 H -1.400 -1.069 0.091  C15 1.027
11 H -1.186 1.905 0.096  N19 1.069
12 C 4.806 -0.340 -0.025  O1 1.193, O2 1.192, C3 1.607
13 N 1.800 1.661 0.580  C4 1.355, N14 1.344
14 N 2.993 1.097 0.831  C3 1.372, N13 1.344
15 C -0.920 -1.039 0.998  C6 1.574, H7 1.029, H10 1.027, H16 1.047
16 H -1.390 -0.399 1.680  C15 1.047
17 H 2.659 -1.018 -1.748  C8 1.043
18 N 1.052 -0.386 -0.720  C4 1.561, C6 1.495, C8 1.323
19 N -0.401 1.548 -0.536  C4 1.552, H5 1.001, H11 1.069, H20 1.095
20 H -0.995 0.970 -1.251  N19 1.095

Results
Frontier orbital gap (spin up / spin down)   6.50 / 6.50 eV
LUMO level (spin up / spin down)   -1.16 / -1.16 eV
Energy above the lowest of the compared OMol25 structures with the same formula, charge and spin   733.9 kJ/mol
Maximum force   4.12 eV/Å
Structure (SMILES)   C[C@H]1N2C=C(C(=O)[O-])N=N[C@]12[NH3+]

Results of the Mulliken charge analysis, in e, for atoms 1 through 4: atom 1 (O): -0.624, atom 2 (O): -0.603, atom 3 (C): 0.542, atom 4 (C): 0.499

***

No. 5
# C6H8N6O

A 2-piece molecular cluster, C6H8N6O overall in a non-equilibrium geometry (ωB97M-V/def2-TZVPD, the Open Molecules 2025 dataset).

Bonds (Å) are listed after each position.
Cartesian coordinates (Å):
1 H -1.965 -0.200 0.458  no bonds
2 H -0.435 2.795 1.228  C9 1.115
3 N 1.363 -3.042 1.281  C5 1.370, C21 1.275
4 H -1.646 1.579 1.579  C9 1.055
5 C 1.485 -3.006 -0.083  N3 1.370, H11 1.017, N19 1.293
6 H 0.488 -1.597 2.563  C21 1.080
7 H -0.546 2.213 2.862  C9 1.112
8 H -1.218 -0.855 -1.928  C10 1.023
9 C -0.659 1.870 1.810  H2 1.115, H4 1.055, H7 1.112, O15 1.405
10 C -0.738 0.048 -1.955  H8 1.023, N13 1.373, N16 1.315
11 H 1.888 -3.734 -0.668  C5 1.017
12 N 0.554 -1.173 0.499  C14 1.370, N19 1.370, C21 1.362
13 N -0.243 0.662 -0.831  C10 1.373, C14 1.391, N20 1.376
14 C -0.036 0.059 0.406  N12 1.370, N13 1.391, O15 1.325
15 O 0.162 0.771 1.505  C9 1.405, C14 1.325
16 N -0.713 0.854 -2.994  C10 1.315, C18 1.403
17 H 0.272 2.780 -3.132  C18 1.103
18 C -0.020 1.952 -2.464  N16 1.403, H17 1.103, N20 1.326
19 N 0.891 -1.965 -0.567  C5 1.293, N12 1.370
20 N 0.252 1.902 -1.168  N13 1.376, C18 1.326
21 C 0.862 -1.914 1.600  N3 1.275, H6 1.080, N12 1.362

Results
Frontier orbital gap (spin up / spin down)   7.87 / 7.87 eV
LUMO level (spin up / spin down)   -0.63 / -0.63 eV
Energy above the lowest of the compared OMol25 structures with the same formula, charge and spin   343.0 kJ/mol
Maximum force   5.23 eV/Å

Results of the Mulliken charge analysis, in e, for atoms 1 through 4: atom 1 (H): 0.090, atom 2 (H): 0.282, atom 3 (N): -0.594, atom 4 (H): 0.362

***

No. 6
# C6H8NO4S

A 2-piece molecular cluster, C6H8NO4S overall in a non-equilibrium geometry (ωB97M-V/def2-TZVPD, the Open Molecules 2025 dataset).

Bonds (Å) are listed after each position.
Cartesian coordinates (Å):
1 H 2.665 -2.433 -0.016  C6 1.041
2 H 3.773 -1.642 -1.276  C6 1.086
3 C -0.048 0.753 0.341  H10 1.139, C13 1.468, C14 1.480, H20 1.030
4 O 1.037 -2.450 1.444  N17 1.231
5 H -1.870 0.005 1.469  C14 1.160
6 C 3.039 -1.577 -0.477  H1 1.041, H2 1.086, C7 1.269
7 C 2.248 -0.659 -0.851  C6 1.269, S16 1.978
8 H -1.973 2.331 -0.579  C9 1.111
9 C -2.372 1.721 0.260  H8 1.111, H11 1.026, C14 1.364
10 H 0.418 1.284 1.235  C3 1.139
11 H -3.348 1.630 0.565  C9 1.026
12 O 1.423 1.113 -2.650  S16 1.464
13 C 0.332 -0.663 0.278  C3 1.468, N17 1.391, H18 1.041
14 C -1.472 0.816 0.741  C3 1.480, H5 1.160, C9 1.364
15 O 1.081 -0.492 2.409  N17 1.258
16 S 2.748 0.607 -2.286  C7 1.978, O12 1.464, O19 1.466
17 N 0.745 -1.255 1.467  O4 1.231, C13 1.391, O15 1.258
18 H -0.091 -1.317 -0.413  C13 1.041
19 O 3.326 -0.444 -3.129  S16 1.466
20 H 0.249 1.320 -0.466  C3 1.030

Results
Frontier orbital gap   7.18 eV
Total charge   -1
LUMO level   2.82 eV
Energy above the lowest of the compared OMol25 structures with the same formula, charge and spin   723.2 kJ/mol
Maximum force   4.47 eV/Å

Results of the Mulliken charge analysis, in e, for atoms 1 through 4: atom 1 (H): 0.335, atom 2 (H): 0.405, atom 3 (C): -0.276, atom 4 (O): -0.658

***

No. 7
# C6H8NP

A 2-piece molecular cluster, C6H8NP overall in a non-equilibrium geometry (ωB97M-V/def2-TZVPD, the Open Molecules 2025 dataset).

Bonds (Å) are listed after each position.
Cartesian coordinates (Å):
1 C -2.065 -1.197 -0.353  C3 1.455, H9 1.186, C12 1.581, H15 1.212
2 H 3.934 1.562 0.156  C11 1.086
3 C -1.545 0.139 -0.605  C1 1.455, C12 1.479, H13 1.072
4 H -2.151 0.177 1.459  C12 1.062
5 P 1.740 -1.198 -0.026  H6 1.516, N10 1.718, C14 1.771
6 H 1.384 -1.533 1.409  P5 1.516
7 C 1.742 1.403 -0.297  C11 1.492, C14 1.347, H16 1.148
8 H -3.636 0.279 0.408  C12 1.115
9 H -2.524 -1.771 -1.284  C1 1.186
10 N 3.244 -0.381 0.126  P5 1.718, C11 1.284
11 C 3.123 0.880 -0.083  H2 1.086, C7 1.492, N10 1.284
12 C -2.546 0.057 0.480  C1 1.581, C3 1.479, H4 1.062, H8 1.115
13 H -1.378 0.713 -1.496  C3 1.072
14 C 0.905 0.361 -0.126  P5 1.771, C7 1.347
15 H -1.607 -1.980 0.451  C1 1.212
16 H 1.380 2.490 -0.221  C7 1.148

Results
Frontier orbital gap (spin up / spin down)   8.08 / 8.48 eV
LUMO level (spin up / spin down)   -0.37 / -0.21 eV
Energy above the lowest of the compared OMol25 structures with the same formula, charge and spin   372.8 kJ/mol
Maximum force   3.46 eV/Å

Results of the Mulliken charge analysis, in e, for atoms 1 through 4: atom 1 (C): -0.412, atom 2 (H): 0.348, atom 3 (C): -0.138, atom 4 (H): 0.250

***

No. 8
# C6H8O2

C6H8O2 in the gas phase in a non-equilibrium geometry (ωB97M-V/def2-TZVPD, the Open Molecules 2025 dataset).

Bonds (Å) are listed after each position.
Cartesian coordinates (Å):
1 C -1.330 0.617 -0.169  H3 1.124, C10 1.556, H11 1.143, O12 1.404
2 C 0.206 -0.821 0.830  C8 1.431, H9 1.179, C10 1.497, C15 1.502
3 H -2.184 0.227 0.448  C1 1.124
4 C 0.577 -0.115 -1.476  H7 1.203, C10 1.498, O13 1.435, H14 1.183
5 H 2.473 -0.106 0.836  C8 1.151
6 H -0.894 -1.405 -0.874  C10 0.979
7 H 0.837 -1.057 -2.178  C4 1.203
8 C 1.346 0.023 0.641  C2 1.431, H5 1.151, O13 1.368, C15 1.615
9 H 0.087 -1.750 1.546  C2 1.179
10 C -0.445 -0.618 -0.503  C1 1.556, C2 1.497, C4 1.498, H6 0.979
11 H -1.823 1.184 -1.031  C1 1.143
12 O -0.665 1.474 0.723  C1 1.404, C15 1.460
13 O 1.648 0.363 -0.650  C4 1.435, C8 1.368
14 H 0.087 0.713 -2.164  C4 1.183
15 C 0.082 0.507 1.521  C2 1.502, C8 1.615, O12 1.460, H16 1.016
16 H -0.002 0.764 2.501  C15 1.016

Results
Frontier orbital gap   9.50 eV
LUMO level   0.91 eV
Energy above the lowest of the compared OMol25 structures with the same formula, charge and spin   437.7 kJ/mol
Maximum force   5.70 eV/Å
Structure (SMILES)   C1O[C@@H]2[C@@H]3OC[C@H]1[C@H]23

Results of the Mulliken charge analysis, in e, for atoms 1 through 4: atom 1 (C): -0.628, atom 2 (C): -0.273, atom 3 (H): 0.293, atom 4 (C): -0.506

***

Look up the energy above the lowest of the compared OMol25 structures with the same formula, charge and spin of the first one.
0.0 kJ/mol